A cluster of 12 separate species, C36H84N12O12 in total, computed with ωB97M-V with the def2-TZVPD basis set.

Computed properties:
E   -2981.78531 hartree
F_max   4.76 eV/Å
ΔE to the lowest compared entry with this formula, charge and spin   14.460 eV
2S+1   1
SMILES string   CN(C)C=O.CN(C)C=O.CN(C)C=O.CN(C)C=O.CN(C)C=O.CN(C)C=O.CN(C)C=O.CN(C)C=O.CN(C)C=O.CN(C)C=O.CN(C)C=O.CN(C)C=O
Frontier orbital gap   0.3006 hartree
Lowest unoccupied orbital energy   -0.59 eV

```
144
Properties=species:S:1:pos:R:3:lowdin_charge:R:1
C 6.16 3.29 0.23 -0.0137
N 5.19 2.15 0.19 -0.1586
C 4.46 1.80 1.34 -0.0626
C 4.91 1.58 -0.94 -0.3560
O 4.07 0.68 -1.08 -0.0184
H 5.66 4.17 0.65 0.0729
H 6.35 3.59 -0.80 0.0691
H 7.10 3.07 0.73 0.0952
H 4.41 0.73 1.53 0.0948
H 4.85 2.24 2.26 0.0800
H 3.41 2.07 1.39 0.0874
H 5.53 1.85 -1.81 0.1395
C 3.22 4.02 4.40 -0.0467
N 3.47 4.44 5.73 -0.2141
C 4.68 5.19 5.85 -0.0818
C 2.63 4.25 6.75 -0.3101
O 1.56 3.62 6.63 -0.0049
H 3.65 4.86 3.85 0.0805
H 2.15 4.00 4.21 0.0818
H 3.64 3.03 4.21 0.0932
H 4.49 6.07 5.23 0.0915
H 4.91 5.72 6.78 0.0875
H 5.64 4.68 5.78 0.0964
H 3.08 4.54 7.71 0.1380
C 4.93 -2.26 -2.04 -0.1229
N 4.39 -3.27 -1.23 -0.1569
C 4.34 -2.87 0.20 -0.0294
C 3.88 -4.41 -1.80 -0.3089
O 3.18 -5.19 -1.18 0.0004
H 4.44 -1.29 -2.17 0.0648
H 5.07 -2.56 -3.08 0.0862
H 5.94 -2.00 -1.75 0.0887
H 3.43 -2.63 0.74 0.0774
H 4.80 -3.50 0.97 0.0728
H 5.02 -2.02 0.24 0.0713
H 4.17 -4.71 -2.82 0.1384
C 2.14 -1.43 -6.47 -0.0423
N 0.98 -0.54 -6.77 -0.1836
C 0.22 -0.24 -5.60 -0.0665
C 0.69 0.12 -7.92 -0.3660
O -0.35 0.71 -8.04 0.0269
H 1.76 -2.35 -6.03 0.0848
H 2.83 -0.98 -5.76 0.0741
H 2.79 -1.68 -7.30 0.0811
H -0.46 -1.06 -5.35 0.0747
H 0.93 -0.17 -4.78 0.0847
H -0.45 0.61 -5.73 0.0938
H 1.47 0.02 -8.68 0.1352
C -4.59 2.50 1.53 -0.0360
N -5.95 2.41 2.14 -0.1480
C -6.00 1.94 3.58 -0.0364
C -7.06 2.56 1.41 -0.4281
O -7.03 2.81 0.24 0.0269
H -4.61 3.32 0.82 0.0831
H -4.21 1.61 1.02 0.0767
H -3.78 2.91 2.13 0.0693
H -6.12 0.88 3.83 0.0743
H -5.15 2.39 4.09 0.0799
H -6.85 2.36 4.13 0.0752
H -8.01 2.51 1.97 0.1419
C 1.28 -5.82 4.50 -0.0308
N 1.76 -5.83 3.10 -0.1712
C 3.19 -5.63 2.84 -0.0661
C 1.08 -6.41 2.12 -0.4273
O 0.00 -6.83 2.16 0.0691
H 1.52 -4.86 4.95 0.0839
H 1.61 -6.62 5.15 0.0860
H 0.19 -5.90 4.49 0.0799
H 3.59 -6.49 3.36 0.0878
H 3.51 -5.82 1.82 0.0722
H 3.77 -4.74 3.09 0.0779
H 1.61 -6.17 1.18 0.1307
C 0.56 6.52 3.02 -0.0564
N -0.14 5.22 2.84 -0.2034
C -0.17 4.69 1.47 -0.0209
C -0.75 4.63 3.88 -0.3249
O -1.40 3.61 3.61 -0.0309
H 0.39 7.10 2.12 0.0801
H 1.63 6.46 2.82 0.0613
H 0.42 6.96 4.00 0.0920
H -0.11 3.61 1.42 0.0786
H -1.18 5.06 1.27 0.1039
H 0.63 5.10 0.85 0.0823
H -0.58 5.08 4.87 0.1377
C 4.79 6.51 -1.24 -0.0745
N 4.77 6.12 -2.61 -0.1772
C 4.29 4.71 -2.90 -0.0104
C 5.12 6.95 -3.61 -0.3614
O 5.16 6.55 -4.74 0.0245
H 5.32 7.46 -1.09 0.0894
H 5.37 5.82 -0.62 0.0564
H 3.76 6.65 -0.93 0.0908
H 5.18 4.09 -2.82 0.0650
H 3.47 4.31 -2.30 0.0887
H 4.05 4.49 -3.94 0.0858
H 5.29 8.00 -3.34 0.1392
C -3.53 -6.11 0.09 -0.0484
N -3.90 -5.94 1.46 -0.2061
C -3.51 -4.72 2.09 -0.0807
C -4.59 -6.82 2.21 -0.3049
O -4.88 -7.88 1.62 -0.0186
H -2.49 -6.40 -0.07 0.0892
H -3.60 -5.15 -0.41 0.0849
H -4.01 -6.88 -0.52 0.0901
H -4.21 -3.93 1.82 0.0798
H -3.30 -4.98 3.13 0.0894
H -2.50 -4.37 1.90 0.0874
H -5.00 -6.35 3.11 0.1383
C -3.17 -2.90 -4.61 -0.0407
N -3.46 -3.32 -6.00 -0.1693
C -2.38 -3.39 -6.92 -0.0763
C -4.66 -3.80 -6.37 -0.3210
O -5.02 -4.41 -7.40 -0.0167
H -2.92 -1.85 -4.44 0.0759
H -2.37 -3.32 -4.00 0.0827
H -4.09 -2.99 -4.04 0.0743
H -1.83 -2.47 -7.12 0.0834
H -1.57 -4.07 -6.64 0.0869
H -2.68 -3.93 -7.82 0.0892
H -5.34 -3.74 -5.51 0.1249
C 1.17 0.00 0.40 -0.0871
N 0.00 -0.34 -0.37 -0.1592
C -1.32 0.41 -0.13 -0.0074
C 0.09 -1.41 -1.18 -0.3696
O -0.82 -1.72 -1.90 0.0230
H 1.35 1.06 0.21 0.0725
H 2.11 -0.50 0.20 0.0613
H 0.88 -0.07 1.44 0.0872
H -1.42 0.61 0.93 0.0776
H -1.54 1.28 -0.75 0.0818
H -2.21 -0.17 -0.40 0.0735
H 1.09 -1.84 -1.11 0.1323
C -7.11 -2.54 1.00 -0.0902
N -8.07 -1.52 1.06 -0.2253
C -7.71 -0.16 0.68 -0.0277
C -9.35 -1.95 1.05 -0.3253
O -10.33 -1.20 1.01 0.0019
H -6.18 -2.09 1.35 0.0848
H -7.12 -2.86 -0.04 0.1038
H -7.37 -3.36 1.66 0.0899
H -8.58 0.42 0.95 0.0903
H -6.80 -0.03 1.27 0.0755
H -7.38 0.01 -0.35 0.1039
H -9.35 -3.02 1.31 0.1328
```

A cluster of 9 separate species, C36H86Cl6N2O18P4 in total, computed with ωB97M-V with the def2-TZVPD basis set.

Computed properties:
E   -7014.04398 hartree
F_max   2.89 eV/Å
ΔE to the lowest compared entry with this formula, charge and spin   0.000 eV
2S+1   1
SMILES string   CCOP(=O)(OCC)OCC.CCOP(=O)(OCC)OCC.CCOP(=O)(OCC)OCC.CCOP(=O)(OCC)OCC.CN(C)C=O.CN(C)C=O.ClCCCl.ClCCCl.ClCCCl
Frontier orbital gap   0.3555 hartree
Lowest unoccupied orbital energy   0.16 eV

```
152
Properties=species:S:1:pos:R:3:lowdin_charge:R:1
C -1.98 -0.18 -1.40 -0.0611
C -1.59 0.73 -0.27 -0.2948
O -0.24 1.17 -0.35 -0.1725
P 0.50 1.63 1.01 0.4261
O -0.45 1.86 2.10 -0.2155
O 1.42 2.90 0.57 -0.1750
C 1.37 3.54 -0.69 -0.2796
C 0.39 4.72 -0.67 -0.0527
O 1.52 0.51 1.36 -0.1840
C 2.68 0.10 0.61 -0.2376
C 2.35 -0.98 -0.39 -0.0490
H -1.89 0.37 -2.34 0.0857
H -1.29 -1.03 -1.44 0.0716
H -2.97 -0.61 -1.32 0.0652
H -2.23 1.61 -0.28 0.1096
H -1.95 0.19 0.62 0.1064
H 2.30 3.72 -1.24 0.1089
H 0.97 2.83 -1.43 0.1111
H 0.52 5.35 0.21 0.0826
H 0.67 5.43 -1.44 0.0205
H -0.61 4.30 -0.76 0.0586
H 3.10 1.01 0.17 0.1145
H 3.48 -0.17 1.31 0.1194
H 1.82 -0.53 -1.23 0.0789
H 3.32 -1.35 -0.71 0.0728
H 1.67 -1.74 -0.01 0.0781
C 11.54 -6.13 0.22 -0.0733
C 10.95 -5.60 -1.11 -0.2510
O 9.90 -6.34 -1.70 -0.1759
P 8.43 -6.45 -1.11 0.3988
O 8.27 -6.87 0.30 -0.2346
O 7.76 -5.07 -1.48 -0.1702
C 7.49 -4.01 -0.58 -0.2594
C 6.08 -3.51 -1.00 -0.0711
O 7.76 -7.41 -2.19 -0.1649
C 7.97 -8.79 -2.36 -0.2918
C 8.45 -9.25 -3.73 -0.0679
H 12.41 -5.54 0.51 0.0735
H 10.87 -6.07 1.07 0.0671
H 11.83 -7.17 0.10 0.0774
H 10.49 -4.64 -0.84 0.1076
H 11.75 -5.46 -1.83 0.1178
H 7.47 -4.27 0.48 0.1154
H 8.15 -3.15 -0.70 0.1113
H 5.39 -4.24 -0.57 0.0757
H 5.76 -2.60 -0.49 0.0618
H 5.93 -3.49 -2.08 0.0781
H 8.57 -9.24 -1.56 0.1223
H 7.00 -9.25 -2.14 0.1202
H 9.53 -9.20 -3.81 0.0757
H 8.30 -10.34 -3.75 0.0772
H 7.82 -8.86 -4.52 0.0805
C -5.23 -1.36 6.62 -0.0646
C -5.65 0.02 6.19 -0.2570
O -5.37 0.31 4.79 -0.2018
P -6.50 0.07 3.67 0.3862
O -7.83 0.58 4.02 -0.2270
O -5.88 0.78 2.38 -0.1746
C -5.97 2.13 2.05 -0.2704
C -4.61 2.86 2.06 -0.0528
O -6.42 -1.46 3.31 -0.1540
C -5.19 -2.01 2.85 -0.2656
C -5.19 -2.15 1.34 -0.0852
H -5.49 -1.38 7.68 0.0855
H -5.84 -2.09 6.09 0.0784
H -4.21 -1.56 6.31 0.0247
H -6.70 0.25 6.39 0.1140
H -5.08 0.84 6.65 0.1008
H -6.49 2.25 1.10 0.1146
H -6.55 2.70 2.79 0.1188
H -4.79 3.69 1.36 0.0726
H -4.39 3.27 3.04 0.0688
H -3.78 2.30 1.65 0.0592
H -4.30 -1.45 3.13 0.0847
H -5.14 -3.01 3.28 0.1225
H -6.03 -2.70 0.91 0.0732
H -5.16 -1.16 0.87 0.0691
H -4.27 -2.47 0.85 0.0203
C -2.59 -3.57 -2.77 -0.0667
C -4.08 -3.74 -2.46 -0.2149
O -4.66 -2.48 -1.99 -0.2193
P -5.72 -1.77 -2.92 0.4119
O -5.21 -1.40 -4.25 -0.2237
O -6.96 -2.80 -3.06 -0.1779
C -7.53 -3.37 -1.91 -0.2958
C -9.01 -3.60 -2.23 -0.0730
O -6.28 -0.59 -1.97 -0.1892
C -6.70 0.66 -2.52 -0.2598
C -5.55 1.64 -2.81 -0.0597
H -2.30 -4.51 -3.25 0.0805
H -2.37 -2.78 -3.48 0.0833
H -1.97 -3.46 -1.89 0.0600
H -4.60 -4.10 -3.35 0.1186
H -4.16 -4.33 -1.55 0.1206
H -7.13 -4.34 -1.60 0.1207
H -7.54 -2.66 -1.07 0.1066
H -9.15 -4.23 -3.11 0.0754
H -9.64 -4.11 -1.49 0.0763
H -9.42 -2.63 -2.51 0.0766
H -7.32 0.50 -3.41 0.1163
H -7.40 1.13 -1.83 0.1151
H -5.75 2.07 -3.79 0.0809
H -5.50 2.46 -2.10 0.0641
H -4.67 1.00 -2.80 0.0642
C 4.48 4.27 2.67 -0.0625
N 5.28 4.43 1.49 -0.1837
C 6.70 4.07 1.57 -0.0373
C 4.73 4.53 0.26 -0.3440
O 5.25 4.28 -0.81 0.0134
H 4.29 3.20 2.85 0.0894
H 3.45 4.60 2.52 0.0878
H 4.90 4.60 3.61 0.0914
H 6.82 3.18 2.19 0.0887
H 7.16 3.89 0.60 0.0821
H 7.26 4.89 2.00 0.0910
H 3.69 4.89 0.34 0.1290
C -2.02 6.51 -3.39 -0.0433
N -1.72 5.08 -3.69 -0.1817
C -2.64 4.25 -2.92 -0.0645
C -0.69 4.73 -4.48 -0.3646
O -0.24 3.62 -4.66 0.0166
H -3.02 6.65 -3.83 0.0826
H -1.40 7.29 -3.84 0.0832
H -2.14 6.57 -2.31 0.0818
H -3.65 4.55 -3.20 0.0866
H -2.48 3.25 -3.32 0.0896
H -2.56 4.24 -1.84 0.0732
H -0.27 5.63 -4.94 0.1317
Cl -0.13 4.99 5.82 0.5237
C -1.17 4.07 4.69 -0.6488
C -1.17 2.63 5.16 -0.7164
Cl -2.23 2.42 6.54 0.5840
H -0.67 4.19 3.73 0.0549
H -2.12 4.60 4.66 0.0641
H -0.15 2.33 5.36 0.0676
H -1.66 2.12 4.33 0.0445
Cl 3.80 5.80 -5.04 0.5205
C 4.29 5.94 -3.30 -0.6277
C 3.90 7.32 -2.81 -0.6869
Cl 2.18 7.49 -2.48 0.5712
H 5.38 5.88 -3.26 0.0727
H 3.88 5.12 -2.73 0.0399
H 4.20 8.09 -3.52 0.0630
H 4.46 7.57 -1.90 0.0723
Cl -1.73 -3.00 1.66 0.5782
C -0.48 -2.17 2.65 -0.6247
C -1.09 -1.26 3.66 -0.6502
Cl -1.98 -2.23 4.88 0.5949
H 0.15 -1.55 2.01 0.0515
H -0.06 -3.03 3.16 0.0585
H -1.84 -0.55 3.32 0.0562
H -0.35 -0.63 4.16 0.0808
```